--- A ---
Here is a 2-piece molecular cluster, C5H12NO2P overall from the Open Molecules 2025 dataset. Energies are from ωB97M-V/def2-TZVPD.

The value obtained for the molar mass is 149.13 g/mol. As for the HOMO energy (spin up / spin down): -9.3 / -9.3 eV.

Geometry as XYZ:
```
21
Properties=species:S:1:pos:R:3:lowdin_charge:R:1
C 1.4294 1.3463 -0.2186 -0.292
C -1.0382 0.5383 0.8061 -0.305
C -0.1269 -0.9650 -0.8496 -0.262
C -0.7966 -0.4569 1.9563 -0.286
C 0.2594 -0.9342 -2.3128 -0.292
N -0.4539 0.3734 -0.4928 -0.051
O -1.2643 0.1191 3.1322 -0.048
O -0.5136 -0.1239 -3.1267 -0.045
P 1.5406 2.3051 1.1502 0.829
H 2.0411 1.0625 -1.1222 0.028
H -2.1763 0.6860 0.8784 0.156
H -0.8062 1.5475 1.1132 0.023
H -1.0249 -1.4370 -0.5697 0.116
H 0.6109 -1.4482 -0.2950 0.101
H 0.2753 -0.6421 2.1301 0.121
H -1.3745 -1.2770 1.8364 0.082
H 0.3173 -2.0947 -2.7486 0.169
H 1.2241 -0.5687 -2.4382 0.063
H -1.1896 1.0083 2.8159 0.046
H -1.0211 0.2696 -2.4330 0.046
H 2.7389 2.7557 0.9018 -0.200
```



--- B ---
Here is one molecule with the formula C5H12NO2P from the Open Molecules 2025 dataset. Energies are from ωB97M-V/def2-TZVPD.

The value obtained for the molar mass is 149.13 g/mol. As for the structure (SMILES): CCP(CC)NC(=O)O. As for the HOMO energy: -8.9 eV.

Geometry as XYZ:
```
21
Properties=species:S:1:pos:R:3:lowdin_charge:R:1
C 0.4818 -1.8483 0.3108 -0.160
C 0.1894 -1.0731 -1.0040 -0.419
P -0.3133 0.6811 -0.8926 0.948
C 1.1851 1.4998 -0.2179 -0.413
C 2.2443 0.6608 0.5028 -0.160
N -1.3916 0.6243 0.4806 -0.114
C -2.6935 1.0286 0.1672 -0.671
O -2.9993 2.1528 -0.1031 0.104
O -3.6166 0.0060 0.2885 0.055
H 0.4085 -1.2123 1.1931 0.047
H -0.2186 -2.6787 0.4259 0.069
H 1.4789 -2.2891 0.2774 0.068
H 1.0556 -1.1099 -1.6667 0.071
H -0.6399 -1.5595 -1.5245 0.059
H 1.6339 1.9789 -1.0942 0.060
H 0.8283 2.3067 0.4283 0.074
H 1.9535 0.4261 1.5298 0.070
H 3.1792 1.2261 0.5705 0.070
H 2.4721 -0.2617 -0.0299 0.047
H -1.4013 -0.2674 0.9644 0.077
H -3.8366 -0.2913 -0.6064 0.116
```



--- C ---
Here is one molecule with the formula C5H12NO2P from the Open Molecules 2025 dataset. Energies are from ωB97M-V/def2-TZVPD.

The value obtained for the molar mass is 149.13 g/mol. As for the HOMO energy: -8.5 eV.

Geometry as XYZ:
```
21
Properties=species:S:1:pos:R:3:lowdin_charge:R:1
C 1.2786 -1.4314 0.5314 0.093
C 1.1069 -1.3416 -1.0350 -0.255
C 0.6846 0.5856 -0.0536 -0.231
C -0.0851 0.3206 -2.4287 -0.068
C -0.6383 1.0991 2.4925 -0.172
N 0.8999 0.0361 -1.3199 -0.255
O -1.6660 -0.6755 0.6262 -0.204
O -1.8144 1.8417 0.0391 -0.335
P -0.9265 0.8503 0.6769 0.537
H 0.5461 -1.9573 1.1206 0.052
H 2.2792 -1.5011 0.8901 0.048
H 2.1618 -1.4730 -1.3572 0.115
H 0.3356 -1.9887 -1.4066 0.106
H 1.2886 1.5047 0.1575 0.104
H -1.1592 -0.0894 -2.3579 0.106
H -0.3386 1.3973 -2.3656 0.081
H 0.3443 0.1688 -3.3812 0.055
H -1.5682 1.5816 2.9581 0.076
H -0.5498 0.1276 3.0271 0.041
H 0.4265 1.5029 2.5277 0.060
H -2.6060 -0.5585 0.6586 0.047
```



Which one sits at the top of the stability order? B does.



--- A ---
Here is a 18-piece molecular cluster, H36O18 overall from the Open Molecules 2025 dataset. Energies are from ωB97M-V/def2-TZVPD.

The value obtained for the molar mass is 324.27 g/mol. As for the HOMO energy: -10.3 eV.

Geometry as XYZ:
```
54
Properties=species:S:1:pos:R:3:lowdin_charge:R:1
O 3.6614 0.0969 2.2629 -0.049
H 2.8780 0.0639 2.8198 0.035
H 4.3735 -0.2851 2.7813 0.041
O 0.3656 4.8237 0.4024 -0.065
H 0.9988 4.8587 1.1358 0.014
H 0.5980 4.0422 -0.1051 0.007
O 5.0825 -1.0423 -0.7325 -0.080
H 4.2880 -0.4920 -0.8880 0.033
H 4.6208 -1.2623 0.1048 0.026
O 2.1773 3.6217 2.3055 -0.043
H 3.0130 3.8335 1.8766 0.028
H 1.9362 2.7243 2.0623 0.045
O -1.9931 -1.1534 1.2945 -0.049
H -2.2696 -1.6682 0.5289 0.006
H -2.7359 -0.9227 1.8549 0.026
O 1.7172 4.3432 -2.1351 -0.059
H 1.2265 5.0956 -1.7642 0.038
H 2.3681 4.3041 -1.4205 0.003
O -2.7962 3.1410 3.7936 -0.047
H -3.6321 3.1182 3.3217 0.029
H -3.0235 2.7996 4.6495 0.019
O -1.6303 -0.5530 -2.3589 -0.064
H -2.4239 -0.0076 -2.2780 0.008
H -1.6672 -0.9866 -1.4982 0.007
O 1.4254 -3.1974 -0.8938 -0.047
H 2.2737 -3.5797 -0.7184 0.054
H 1.2898 -2.3218 -1.2522 0.029
O -4.1385 -0.0362 -2.7159 -0.051
H -5.0565 -0.3296 -2.6983 0.060
H -3.8270 -0.5287 -3.4852 0.060
O -1.2392 -4.3019 -3.5535 -0.049
H -1.3837 -3.7753 -4.3469 0.048
H -0.3539 -3.9874 -3.3171 0.044
O 0.7124 -2.3633 4.8288 -0.049
H -0.0958 -2.6336 5.2579 0.028
H 0.5735 -2.2775 3.8846 0.012
O 4.7056 3.8444 -0.0863 -0.033
H 4.5520 3.2220 -0.7963 0.042
H 4.2559 4.6830 -0.1378 0.027
O 0.4365 -0.4142 -0.3544 -0.039
H -0.3249 -0.2860 0.1770 -0.012
H 0.2030 -0.1389 -1.2538 -0.006
O 0.6051 -3.7442 1.4439 -0.091
H 0.4850 -3.8738 0.4738 0.012
H -0.0783 -3.1034 1.6637 0.001
O -4.7857 -1.0909 1.2128 -0.044
H -4.6133 -0.5971 0.4043 0.038
H -5.3072 -1.8397 0.9067 0.050
O 0.4414 1.1450 -2.9797 -0.057
H 0.9755 1.3105 -2.1933 0.023
H -0.2934 1.7489 -2.8356 0.044
O -2.8767 -3.1142 -1.3233 -0.038
H -3.5691 -3.7577 -1.4214 0.042
H -2.1246 -3.1550 -1.9043 -0.003
```



--- B ---
Here is a 18-piece molecular cluster, H36O18 overall from the Open Molecules 2025 dataset. Energies are from ωB97M-V/def2-TZVPD.

The value obtained for the molar mass is 324.27 g/mol. As for the HOMO energy: -10.7 eV.

Geometry as XYZ:
```
54
Properties=species:S:1:pos:R:3:lowdin_charge:R:1
O 3.1800 3.8518 0.2977 -0.062
H 3.8310 3.1573 0.2403 0.023
H 2.5720 3.6330 1.0427 0.043
O -0.2565 1.2671 -0.9795 -0.077
H 0.2475 1.3246 -0.1232 0.035
H -1.0039 0.7141 -1.1846 0.044
O -0.7850 -0.1385 -6.0211 -0.127
H -1.7336 -0.6181 -6.1600 0.121
H -0.2636 -0.8640 -5.6321 0.016
O 0.5963 1.4791 1.6039 -0.020
H 0.1008 0.6829 1.6410 -0.038
H 0.3112 2.3177 1.8137 0.009
O -0.1054 3.5580 -0.0979 -0.175
H -0.7124 2.7399 -0.4186 0.039
H 0.6209 3.3216 -0.7726 0.056
O -1.3064 -1.5062 -2.4497 0.006
H -1.0605 -1.5186 -3.3069 -0.025
H -1.1181 -1.9464 -1.6107 0.065
O -2.9516 3.2404 -0.8066 -0.047
H -2.4009 3.3240 -1.5833 0.037
H -2.7274 4.1348 -0.5364 0.043
O 1.9961 1.7078 -3.3034 -0.026
H 1.4229 2.0561 -2.6834 -0.046
H 2.0606 2.3061 -4.0567 0.050
O -2.9041 0.8662 1.2218 -0.099
H -2.1767 0.4222 1.7355 0.002
H -2.7994 1.8859 1.2811 0.082
O -1.0661 -0.3199 5.0630 -0.070
H -1.6439 -1.0497 5.1292 -0.003
H -1.7182 0.2974 4.5524 0.096
O 3.2220 1.1033 3.7585 -0.087
H 2.2797 1.2597 3.5459 0.012
H 2.9944 0.8904 4.6914 0.049
O 1.7861 -1.6264 -0.7681 -0.070
H 2.5459 -1.2954 -0.2375 0.049
H 1.6115 -0.8053 -1.3099 0.088
O -0.5610 -0.8594 1.7293 -0.105
H -0.6991 -1.1942 2.6507 0.067
H 0.2003 -1.3567 1.3158 0.086
O 1.5292 -4.3219 -0.3477 -0.072
H 1.8039 -3.4124 -0.5253 -0.017
H 2.4415 -4.3154 0.0372 0.077
O -2.4460 -2.3949 2.5690 -0.073
H -2.3426 -3.2673 2.2570 -0.004
H -2.4109 -1.5941 1.9796 0.043
O -0.5391 -3.6055 1.2737 -0.073
H 0.0639 -3.7709 0.5858 -0.044
H -0.6484 -4.3248 1.9842 0.110
O 4.3400 -2.3278 -0.9232 -0.079
H 5.3137 -2.4140 -0.9842 0.063
H 4.2376 -1.3847 -0.6037 0.061
O -3.8907 0.1206 -2.0292 -0.079
H -4.2954 0.3766 -1.2018 0.010
H -3.3768 -0.6082 -1.5807 0.033
```



Which one sits at the top of the stability order? A does.



--- A ---
Here is a 2-piece molecular cluster, C4H11NO3 overall from the Open Molecules 2025 dataset. Energies are from ωB97M-V/def2-TZVPD.

The value obtained for the molar mass is 121.14 g/mol. Its net charge is -1. As for the HOMO energy (spin up / spin down): -0.1 / -3.3 eV. Its spin multiplicity is 2.

Geometry as XYZ:
```
19
Properties=species:S:1:pos:R:3:lowdin_spin:R:1
C -2.3377 0.2317 -0.7429 0.026
N -1.4102 0.1148 0.3621 0.046
C 0.0076 -0.1505 -0.0544 0.082
C 0.6241 1.1964 -0.4563 0.016
O 2.0275 1.3252 -0.1550 0.014
C 0.2208 -1.1393 -1.1615 0.386
O 0.1903 -2.4147 -0.9471 0.335
H -3.2118 0.7374 -0.4118 0.004
H -1.8802 0.8505 -1.5171 0.005
H -2.5127 -0.7009 -1.2906 0.004
H -1.6646 -0.6320 0.9967 0.008
H 0.5360 -0.6087 0.7908 0.016
H 0.0752 1.9901 0.0219 0.003
H 0.5674 1.3424 -1.5372 0.004
H 2.1111 1.1323 0.7817 0.001
H 0.4194 -0.7771 -2.1848 0.036
H 2.2930 -1.0048 1.7238 0.002
H 1.5690 -0.6226 3.1121 0.003
O 2.3757 -0.8701 2.6695 0.009
```



--- B ---
Here is a 3-piece molecular cluster, C4H11NO3 overall from the Open Molecules 2025 dataset. Energies are from ωB97M-V/def2-TZVPD.

The value obtained for the molar mass is 121.14 g/mol. Its net charge is -1. As for the HOMO energy (spin up / spin down): -3.8 / -4.0 eV. Its spin multiplicity is 2.

Geometry as XYZ:
```
19
Properties=species:S:1:pos:R:3:lowdin_spin:R:1
C 0.3962 0.8240 1.3600 0.004
N 0.5488 -0.4884 0.7503 0.011
C -0.4239 -1.5321 1.0463 0.053
O -1.2562 -1.2159 1.9712 0.035
O -0.2506 -2.6143 0.3691 0.039
C -0.1337 1.9029 0.3028 0.018
C -0.3816 1.1854 -1.0686 0.226
H -0.3857 0.6593 2.1340 0.001
H 1.2677 1.2190 1.8717 0.001
H 0.9581 -0.5538 -0.2021 0.000
H -1.4765 -0.6080 -0.5210 0.460
H 0.4591 2.8316 0.4139 0.008
H -1.1274 2.1681 0.6973 0.002
H -0.8572 0.2246 -0.6781 0.125
H -0.9681 1.6890 -1.8279 0.004
H 0.5556 0.7601 -1.4917 0.006
H 0.8677 -2.2715 -2.4890 0.000
H 1.2751 -2.3408 -1.0027 0.001
O 0.9328 -1.8393 -1.6356 0.006
```



Which one sits at the top of the stability order? A does.